The following is a DFT calculation (ωB97M-V/def2-TZVPD) of C18H21BBrFIO3Pt as an isolated structure in a non-equilibrium geometry.

Positions of all 47 atoms, in Å:
C 0.75 4.27 0.61
C 0.51 3.12 0.39
C 0.26 1.73 -0.03
C 0.63 1.69 -1.54
C 2.11 1.51 -1.73
O 2.76 2.52 -2.02
C 2.74 0.17 -1.56
C 2.15 -0.94 -2.16
C 2.73 -2.19 -2.00
C 3.87 -2.31 -1.23
C 4.47 -1.21 -0.63
C 3.90 0.04 -0.80
O -1.09 1.40 0.21
B -1.22 0.02 0.59
C -2.13 -0.33 1.91
C -1.47 -1.26 2.93
C -1.75 -2.73 2.70
F -2.06 -0.92 4.15
C -1.97 -0.64 -0.89
I -1.41 -2.67 -1.10
C -3.48 -0.48 -0.91
C -3.97 0.97 -0.79
O 0.17 -0.43 0.64
C 0.96 0.67 0.90
Br 0.89 1.33 2.76
H 1.04 5.30 0.67
H 0.35 2.65 -1.97
H 0.09 0.93 -2.11
H 1.26 -0.80 -2.76
H 2.25 -3.04 -2.47
H 4.30 -3.29 -1.09
H 5.36 -1.33 -0.03
H 4.34 0.92 -0.33
H -3.11 -0.73 1.68
H -2.29 0.64 2.40
H -0.40 -1.09 3.05
H -1.37 -3.28 3.57
H -2.83 -2.91 2.68
H -1.25 -3.10 1.81
H -1.55 -0.13 -1.75
H -3.83 -0.87 -1.87
H -3.97 -1.08 -0.14
H -5.05 0.97 -0.64
H -3.54 1.48 0.08
H -3.74 1.57 -1.67
H 2.01 0.47 0.76
Pt 3.60 3.34 -0.30

Properties
HOMO level: -10.8547 eV
spin multiplicity: 1
energy relative to the best compared isomer or geometry (same formula, charge and spin): 0.0 kJ/mol
Kohn-Sham gap: 2.67 eV
total charge: +1

natural (NBO) population analysis, charges in e, atoms 1 to 4: C -0.1991; C 0.0703; C 0.0991; C -0.5178


The following is a DFT calculation (ωB97M-V/def2-TZVPD) of one molecule with the formula CH2FOPS in a non-equilibrium geometry.

Positions of all 7 atoms, in Å:
C 0.93 -0.10 0.79
O -1.58 -0.76 0.30
F -0.37 -0.31 -1.70
P -1.12 2.09 -0.66
S -0.52 0.12 -0.04
H 0.94 -1.20 1.18
H 1.72 0.16 0.14

Properties
HOMO level (spin up / spin down): -9.3874 / -9.4638 eV
spin multiplicity: 1
energy relative to the best compared isomer or geometry (same formula, charge and spin): 556.6 kJ/mol
Kohn-Sham gap (spin up / spin down): 6.49 / 6.55 eV

natural (NBO) population analysis, charges in e, atoms 1 to 4: C -0.9402; O -0.8854; F -0.5646; P 0.2996


The following is a DFT calculation (ωB97M-V/def2-TZVPD) of C31H54AsF6O24 as an isolated structure in a non-equilibrium geometry.

Positions of all 116 atoms, in Å:
As -0.27 -0.53 0.38
F -1.53 0.61 -0.01
F 0.39 0.68 1.46
F 0.93 -1.76 0.73
F -1.02 -1.59 -0.80
F 0.72 0.12 -0.92
F -1.24 -1.25 1.63
C 2.62 1.97 -3.36
O 1.38 1.28 -3.22
H 2.98 1.79 -4.37
H 2.47 3.04 -3.18
H 3.39 1.56 -2.70
H 1.19 1.09 -2.29
C -0.64 -0.97 4.61
O -0.30 -1.38 5.92
H -1.37 -0.15 4.56
H 0.21 -0.72 3.96
H -1.14 -1.80 4.12
H -0.34 -0.61 6.49
C 1.21 -2.09 -3.81
O 0.65 -1.04 -4.59
H 0.93 -2.00 -2.75
H 0.79 -3.06 -4.08
H 2.29 -2.16 -3.95
H 0.81 -0.24 -4.06
C -2.67 0.84 4.28
C -2.77 0.56 2.80
C -4.08 -0.07 2.32
O -4.45 0.71 1.19
C -3.70 1.85 1.15
O -3.95 2.74 0.40
O -2.74 1.81 2.07
H -2.86 -0.12 4.77
H -3.42 1.58 4.58
H -1.71 1.30 4.52
H -1.98 -0.07 2.39
H -4.85 0.01 3.09
H -4.02 -1.11 1.99
C 3.86 2.15 3.36
C 3.88 0.95 2.42
C 3.57 1.32 0.95
O 4.62 0.68 0.23
C 5.52 0.15 1.07
O 6.49 -0.44 0.73
O 5.17 0.38 2.36
H 4.62 2.89 3.12
H 4.05 1.78 4.37
H 2.90 2.66 3.36
H 3.14 0.23 2.77
H 3.55 2.39 0.74
H 2.59 0.87 0.80
C 4.72 -3.54 1.63
C 4.44 -3.83 0.17
C 3.59 -2.77 -0.55
O 4.31 -2.51 -1.75
C 5.48 -3.14 -1.73
O 6.25 -3.19 -2.65
O 5.69 -3.71 -0.53
H 3.82 -3.47 2.24
H 5.26 -2.59 1.75
H 5.38 -4.32 2.01
H 4.08 -4.84 0.00
H 3.46 -1.84 0.02
H 2.57 -3.12 -0.72
C -1.06 -4.85 -0.85
C -1.74 -4.51 0.47
C -3.16 -3.90 0.46
O -3.84 -4.68 1.45
C -3.11 -5.72 1.83
O -3.48 -6.56 2.59
O -1.90 -5.70 1.24
H -0.18 -5.47 -0.63
H -0.73 -3.96 -1.37
H -1.73 -5.44 -1.48
H -1.12 -3.78 1.00
H -3.68 -4.04 -0.49
H -3.16 -2.84 0.68
C -4.15 -0.08 -1.72
C -3.91 -0.63 -3.10
C -2.41 -0.68 -3.44
O -2.18 -2.05 -3.72
C -3.25 -2.78 -3.45
O -3.27 -3.97 -3.40
O -4.33 -1.99 -3.21
H -3.65 -0.76 -1.03
H -5.20 0.00 -1.43
H -3.68 0.90 -1.61
H -4.42 0.00 -3.83
H -1.87 -0.26 -2.59
H -2.16 -0.12 -4.34
C -1.64 3.07 -2.29
C -0.66 4.07 -2.84
C -0.43 4.01 -4.37
O -0.89 5.27 -4.88
C -1.31 6.04 -3.83
O -1.68 7.17 -3.97
O -1.22 5.39 -2.69
H -2.61 3.18 -2.76
H -1.75 3.20 -1.21
H -1.27 2.04 -2.35
H 0.30 4.09 -2.30
H -1.10 3.23 -4.74
H 0.58 3.86 -4.74
C 0.88 3.78 0.40
C -0.19 3.26 1.35
C 0.37 2.53 2.57
O -0.04 3.35 3.65
C -0.79 4.39 3.23
O -1.33 5.17 3.95
O -0.88 4.39 1.90
H 1.20 2.98 -0.28
H 1.81 4.03 0.92
H 0.64 4.65 -0.21
H -0.92 2.68 0.78
H 1.46 2.54 2.59
H -0.06 1.53 2.63

Properties
HOMO level: -8.0600 eV
spin multiplicity: 1
energy relative to the best compared isomer or geometry (same formula, charge and spin): 252.3 kJ/mol
Kohn-Sham gap: 9.88 eV
total charge: -1

Mulliken population analysis, charges in e, atoms 1 to 4: As 2.5375; F -0.4764; F -0.2044; F -0.5464


The following is a DFT calculation (ωB97M-V/def2-TZVPD) of a 11-piece molecular cluster, C41H49NO33 overall in a non-equilibrium geometry.

Positions of all 124 atoms, in Å:
C 0.04 -6.73 -1.46
C -0.88 -5.65 -1.33
C -1.85 -4.46 -0.66
C -0.85 -3.19 -0.32
C -0.15 -2.61 -1.71
C -1.08 -2.62 -3.08
C -0.21 -2.05 -4.39
C 1.32 -1.61 -4.07
N 2.10 -1.59 -2.80
C 1.39 -2.09 -1.59
C 0.26 -3.89 0.67
O 0.75 -2.89 1.64
C -0.45 -2.01 1.81
O -0.61 -1.26 2.91
O -1.35 -2.17 0.65
H 0.72 -7.70 -1.36
H -2.72 -4.21 -1.40
H -2.34 -4.82 0.35
H -2.20 -2.97 -3.13
H -0.69 -1.99 -5.48
H 1.93 -1.25 -5.04
H 1.99 -2.08 -0.56
H -0.10 -4.78 1.35
H 1.21 -4.34 0.10
C 4.47 1.45 -6.57
C 3.07 1.97 -6.53
O 2.38 1.12 -7.42
C 3.08 -0.04 -7.50
O 2.68 -1.06 -8.04
O 4.29 0.07 -6.88
H 4.99 1.57 -5.62
H 5.06 1.91 -7.37
H 2.62 1.88 -5.53
H 3.01 3.01 -6.85
C -2.15 2.40 3.90
C -2.86 1.10 4.04
O -3.92 1.41 4.92
C -4.15 2.75 4.82
O -5.11 3.33 5.31
O -3.17 3.36 4.09
H -1.69 2.52 2.91
H -1.38 2.55 4.66
H -3.28 0.75 3.09
H -2.22 0.32 4.46
C -6.41 5.89 4.06
C -5.38 6.66 3.29
O -6.14 7.32 2.29
C -7.41 7.41 2.77
O -8.29 8.07 2.24
O -7.57 6.68 3.91
H -6.15 5.79 5.12
H -6.59 4.90 3.64
H -4.87 7.41 3.91
H -4.62 6.01 2.84
C 8.33 3.83 -4.24
C 8.49 4.65 -5.48
O 7.22 4.57 -6.09
C 6.32 4.28 -5.11
O 5.11 4.31 -5.25
O 6.95 3.97 -3.94
H 8.95 4.20 -3.42
H 8.55 2.77 -4.41
H 8.71 5.70 -5.26
H 9.27 4.26 -6.14
C -10.54 9.17 0.14
C -9.51 9.93 -0.63
O -10.27 10.59 -1.63
C -11.55 10.68 -1.15
O -12.43 11.34 -1.68
O -11.71 9.95 -0.02
H -10.28 9.06 1.19
H -10.73 8.17 -0.28
H -9.01 10.68 -0.01
H -8.76 9.28 -1.08
C 4.09 -7.77 -4.23
C 3.53 -6.41 -3.93
O 2.74 -6.63 -2.78
C 3.22 -7.76 -2.18
O 2.88 -8.14 -1.07
O 4.14 -8.39 -2.97
H 5.08 -7.72 -4.68
H 3.43 -8.35 -4.89
H 4.32 -5.69 -3.68
H 2.93 -6.01 -4.75
C -2.47 0.57 8.22
C -3.09 1.06 9.49
O -2.13 1.99 9.97
C -1.40 2.41 8.90
O -0.60 3.33 8.92
O -1.68 1.66 7.79
H -3.22 0.31 7.46
H -1.82 -0.30 8.38
H -4.03 1.59 9.31
H -3.25 0.26 10.21
C 2.91 -4.05 5.35
C 2.26 -4.25 4.01
O 2.31 -5.65 3.83
C 2.40 -6.21 5.07
O 2.29 -7.40 5.30
O 2.62 -5.26 6.03
H 2.50 -3.19 5.89
H 4.00 -3.93 5.27
H 1.21 -3.92 4.01
H 2.79 -3.73 3.21
C 4.43 0.05 5.93
C 4.83 0.42 4.54
O 5.73 -0.61 4.17
C 5.43 -1.69 4.94
O 5.89 -2.81 4.77
O 4.54 -1.36 5.93
H 3.41 0.36 6.17
H 5.11 0.45 6.68
H 3.98 0.42 3.85
H 5.33 1.40 4.50
C 0.22 -4.83 -8.71
C -0.46 -4.31 -7.49
O -0.25 -5.33 -6.53
C 0.86 -6.02 -6.92
O 1.43 -6.86 -6.25
O 1.25 -5.65 -8.18
H 0.64 -4.04 -9.33
H -0.44 -5.45 -9.32
H -0.01 -3.38 -7.12
H -1.53 -4.14 -7.64

Properties
HOMO level: -9.4236 eV
SMILES: C#CC[C@]1(c2cccnc2)COC(=O)O1.O=C1OCCO1.O=C1OCCO1.O=C1OCCO1.O=C1OCCO1.O=C1OCCO1.O=C1OCCO1.O=C1OCCO1.O=C1OCCO1.O=C1OCCO1.O=C1OCCO1
spin multiplicity: 1
Kohn-Sham gap: 8.57 eV

Mulliken population analysis, charges in e, atoms 1 to 4: C -0.3797; C -0.0524; C -0.5961; C 1.2812


Values for E, eV, ordered as above
-109919.0006 -25952.7411 -159312.8111 -112355.3668